ORCA calculation (the ωB97M-V functional and the def2-TZVPD basis) on a gas-phase ion, CH5NO3P (charge -1).

Each line ends with the Mulliken charge.
Element x y z (Å)
C 1.4127 0.4869 -0.2098  -0.823
N -1.2845 0.1208 0.8918  -0.682
O -0.6228 -0.6945 -1.5526  -0.804
O -2.1018 1.0318 0.1266  -0.425
O 0.2408 -1.7789 0.7240  -0.548
P -0.2163 -0.4312 -0.1375  0.916
H 1.1444 1.6330 -0.0861  0.209
H 2.0824 0.2839 0.6429  0.244
H 1.8195 0.2483 -1.2395  0.253
H -2.4394 0.4369 -0.6908  0.299
H -0.0350 -1.3369 1.5311  0.362

Atomic forces in eV per Å
C -0.929 1.835 -0.408
N -0.250 0.090 0.668
O 0.065 -0.042 0.200
O -1.854 -1.015 -2.718
O 0.259 0.764 -0.857
P 1.458 -0.977 -0.934
H 0.531 -2.167 -0.669
H -0.175 -0.282 -0.573
H -0.014 0.506 1.368
H 1.125 1.986 2.566
H -0.217 -0.697 1.357

Results
Total charge: -1
F_max in eV Å⁻¹: 3.44
Relative energy (zero: lowest compared OMol25 entry of this formula, charge and spin) in kJ/mol: 205.0
HOMO energy in eV: -3.18
DFT total energy in hartree: -662.96062